1.
The following is a DFT calculation (ωB97M-V/def2-TZVPD) of C5H10N2S in the gas phase at a distorted geometry.

Geometry as XYZ:
```
18
C5H10N2S | OMol25 | ωB97M-V/def2-TZVPD
C -0.1577 -2.3001 2.3015
C -0.4769 -0.9723 2.1250
N -0.4028 -0.1888 0.9772
C 0.0822 -0.4854 -0.2677
S 0.9772 -1.8133 -0.6334
C -0.2320 0.6649 -1.1919
C 0.4124 2.0586 -0.8184
N 0.1866 0.4171 -2.5380
H 0.0756 -2.9874 1.5142
H -0.2540 -2.5425 3.3154
H -0.6964 -0.3476 2.9884
H -0.8344 0.6765 1.1610
H -1.2902 0.7990 -1.1866
H 0.3111 2.6903 -1.6971
H 1.4298 1.9977 -0.5728
H -0.1650 2.5133 -0.0316
H -0.1704 -0.4685 -2.8685
H 1.2051 0.2885 -2.5768
```

Values from the calculation:
SMILES string: C=CNC(=S)[C@@H](C)N
Gap between HOMO and LUMO: 8.80 eV
Max |F|: 3.607 eV/Å
Multiplicity: 1
ΔE to the lowest compared entry with this formula, charge and spin: 122.5 kJ/mol

2.
The following is a DFT calculation (ωB97M-V/def2-TZVPD) of a gas-phase ion, C5H10N3 (charge +1) at a distorted geometry.

Geometry as XYZ:
```
18
C5H10N3 | OMol25 | ωB97M-V/def2-TZVPD
N -2.2045 -1.5073 -0.3347
C -1.1763 -0.4693 -0.8088
C -0.7566 0.4312 0.3637
C 0.7207 0.6774 0.2537
C 1.3657 1.8741 -0.0134
N 2.7027 1.6774 0.1216
C 2.9370 0.4480 0.4450
N 1.7187 -0.2222 0.5168
H -2.3606 -1.3789 0.6672
H -3.1560 -1.3155 -0.6608
H -2.0109 -2.4847 -0.5595
H -0.3597 -1.0219 -1.2616
H -1.6755 0.1561 -1.5498
H -1.1510 1.4429 0.3356
H -0.9020 0.0610 1.3905
H 0.9960 2.8034 -0.4114
H 3.8648 -0.0829 0.5528
H 1.4476 -1.0886 0.9531
```

Values from the calculation:
SMILES string: [NH3+]CCc1cnc[nH]1
Gap between HOMO and LUMO: 7.98 eV
Max |F|: 1.937 eV/Å
Multiplicity: 1
ΔE to the lowest compared entry with this formula, charge and spin: 154.6 kJ/mol
Charge: +1

3.
The following is a DFT calculation (ωB97M-V/def2-TZVPD) of a gas-phase ion, C5H10N3 (charge +1) at a distorted geometry.

Geometry as XYZ:
```
18
C5H10N3 | OMol25 | ωB97M-V/def2-TZVPD
C -2.6636 -0.6052 -0.0438
N -1.9022 0.5948 -0.0095
C -0.6109 0.4651 0.1552
N 0.2078 -1.1468 0.0761
C 1.5559 -0.8435 0.2090
C 2.1846 -0.0320 -0.9373
C 1.6698 0.7272 0.2930
N 0.3923 1.3222 0.3704
H -1.8750 -1.3693 0.1787
H -3.2880 -0.4242 0.8201
H -3.1467 -0.7414 -1.0249
H -2.3022 1.5564 -0.2112
H -0.0684 -1.4687 0.9747
H 2.2493 -1.4201 0.8639
H 1.5082 -0.0010 -1.7643
H 3.1991 -0.1261 -1.0382
H 2.5939 1.2085 0.9397
H 0.2959 2.3041 0.1484
```

Values from the calculation:
SMILES string: C/[NH+]=C1\N[C@H]2C[C@H]2N1
Gap between HOMO and LUMO: 10.14 eV
Max |F|: 5.358 eV/Å
Multiplicity: 1
ΔE to the lowest compared entry with this formula, charge and spin: 374.9 kJ/mol
Charge: +1

4.
The following is a DFT calculation (ωB97M-V/def2-TZVPD) of a gas-phase ion, C5H10N3 (charge +1) at a distorted geometry.

Geometry as XYZ:
```
18
C5H10N3 | OMol25 | ωB97M-V/def2-TZVPD
C -0.2325 1.5794 0.4290
C 1.1948 1.7363 0.3087
C -0.9538 0.6414 -0.0357
C 1.5466 -0.3240 -0.8544
C -2.2835 0.1422 -0.2615
N 2.0280 0.9329 -0.2057
N 0.3392 -0.9590 -0.4605
N 0.4708 -1.7694 0.7543
H -0.8819 2.3892 0.6304
H 1.6079 2.7941 0.3908
H 1.4956 -0.1141 -1.9143
H 2.4923 -1.0762 -0.6483
H -2.2979 -0.3510 -1.2905
H -2.9754 0.9181 -0.2514
H -2.4924 -0.7486 0.3309
H 1.3004 -2.3305 0.8235
H -0.4195 -2.3265 0.7069
H 0.0614 -1.1343 1.5480
```

Values from the calculation:
Gap between HOMO and LUMO: 9.53 eV
Max |F|: 5.950 eV/Å
Multiplicity: 1
ΔE to the lowest compared entry with this formula, charge and spin: 627.8 kJ/mol
Charge: +1

5.
The following is a DFT calculation (ωB97M-V/def2-TZVPD) of a gas-phase ion, C5H10N3 (charge +1) at a distorted geometry.

Geometry as XYZ:
```
18
C5H10N3 | OMol25 | ωB97M-V/def2-TZVPD
C 1.0157 -0.6080 -0.4048
C -1.3671 0.1134 -0.2755
C -0.0869 -0.2830 0.4987
C 0.2482 1.1844 1.0748
C -0.2061 -1.2372 1.7713
N 1.0261 -0.3166 -1.6690
N -0.1654 0.2264 -3.5374
N 0.1375 -0.1790 -2.4998
H 2.0046 -0.9342 -0.0487
H -2.3646 -0.1450 0.1971
H -1.2247 0.8311 -1.0963
H 1.3916 1.3876 1.1818
H -0.1750 1.2033 1.9960
H 0.1116 2.0594 0.4779
H -1.3176 -1.3097 1.9635
H 0.2320 -0.8396 2.7377
H 0.4609 -2.0976 1.7487
H 0.2793 0.9444 -4.1161
```

Values from the calculation:
⟨S²⟩: 2.02
Gap between HOMO and LUMO (alpha / beta): 6.72 / 8.79 eV
Max |F|: 5.102 eV/Å
Multiplicity: 3
ΔE to the lowest compared entry with this formula, charge and spin: 475.8 kJ/mol
Charge: +1

6.
The following is a DFT calculation (ωB97M-V/def2-TZVPD) of a gas-phase ion, C5H10N3 (charge +1) at a distorted geometry.

Geometry as XYZ:
```
18
C5H10N3 | OMol25 | ωB97M-V/def2-TZVPD
C 0.0538 0.2531 -1.2730
C 0.4859 0.6252 -0.0158
C -0.9095 -0.7928 -1.2505
C 1.5694 1.6281 0.2143
C 0.2434 -0.2368 2.3103
N -1.0770 -1.3547 -0.0623
N -0.1449 0.0959 1.0090
N -1.5683 -1.1789 -2.3417
H 0.3880 0.7138 -2.1829
H 2.0162 1.9218 -0.7298
H 1.1574 2.5090 0.7046
H 2.3389 1.2096 0.8612
H 1.3132 -0.0715 2.4807
H -0.3636 0.3308 3.0230
H 0.0519 -1.2966 2.4973
H -1.9702 -1.6473 0.3033
H -1.3548 -0.7707 -3.2362
H -2.2300 -1.9379 -2.3115
```

Values from the calculation:
⟨S²⟩: 2.05
Gap between HOMO and LUMO (alpha / beta): 9.08 / 7.33 eV
Max |F|: 3.050 eV/Å
Multiplicity: 3
ΔE to the lowest compared entry with this formula, charge and spin: 0.0 kJ/mol
Charge: +1

7.
The following is a DFT calculation (ωB97M-V/def2-TZVPD) of a gas-phase ion, C5H10N3O (charge +1) at a distorted geometry.

Geometry as XYZ:
```
19
C5H10N3O | OMol25 | ωB97M-V/def2-TZVPD
C -0.1357 -1.4885 0.7367
C 0.6813 1.3602 -0.1649
C 1.5224 0.3725 0.3648
C 2.2065 -0.1014 -0.9625
C -2.6051 0.8716 -0.0333
N 0.9389 -0.7901 1.1520
N -1.4888 0.3972 0.6184
N -1.2634 -0.8683 0.3775
O 0.2532 2.2538 -0.7216
H -0.0859 -2.4349 0.1710
H 2.2526 0.8301 1.1104
H 3.0116 -0.7870 -0.7597
H 2.6140 0.6980 -1.4830
H 1.3870 -0.5190 -1.6153
H -2.2432 1.6905 -0.6917
H -3.0355 0.0377 -0.6457
H -3.4190 1.2862 0.5796
H 1.4581 -1.2747 1.8916
H -2.0490 -1.5340 0.0758
```

Values from the calculation:
Gap between HOMO and LUMO (alpha / beta): 7.27 / 7.27 eV
Max |F|: 3.940 eV/Å
Multiplicity: 1
ΔE to the lowest compared entry with this formula, charge and spin: 485.9 kJ/mol
Charge: +1

8.
The following is a DFT calculation (ωB97M-V/def2-TZVPD) of a gas-phase ion, C5H10N3O2 (charge +1) at a distorted geometry.

Geometry as XYZ:
```
20
C5H10N3O2 | OMol25 | ωB97M-V/def2-TZVPD
C 1.9868 0.6968 -0.3928
C 0.7354 -1.3246 -0.0520
C -0.6408 0.7448 0.0186
C -0.2207 1.5793 1.1920
C -1.5239 1.2142 -1.0672
N 1.8612 -0.6104 0.0643
N -0.4228 -0.6488 -0.0507
N 0.7704 -2.6318 0.1069
O 2.9544 1.3517 -0.4281
O -1.5117 -1.4129 -0.4784
H 0.2566 2.4277 0.9216
H 0.2059 1.0813 2.0398
H -1.0373 1.9326 1.8621
H -2.6230 0.9226 -0.8604
H -1.0088 0.7566 -1.9314
H -1.5516 2.2989 -1.3342
H 2.7080 -1.2141 0.2043
H 1.6282 -3.1673 0.2142
H -0.2355 -3.0501 0.1467
H -2.3309 -0.9465 -0.1753
```

Values from the calculation:
Gap between HOMO and LUMO (alpha / beta): 8.39 / 7.38 eV
Max |F|: 4.233 eV/Å
Multiplicity: 1
ΔE to the lowest compared entry with this formula, charge and spin: 491.6 kJ/mol
Charge: +1

9.
The following is a DFT calculation (ωB97M-V/def2-TZVPD) of a molecular structure, C5H10N3O4 at a distorted geometry.

Geometry as XYZ:
```
22
C5H10N3O4 | OMol25 | ωB97M-V/def2-TZVPD
C -0.8868 0.4099 0.1112
C -0.2983 -0.8857 0.0095
C -1.4268 0.9760 -1.2476
C -1.8930 0.5120 1.3121
C -0.5895 -2.3520 -0.2687
N 0.4550 0.9045 0.4090
N 0.9577 -0.3276 0.0313
N 3.9618 -0.0305 0.1886
O 2.1657 -0.6975 0.2354
O 3.9335 1.0479 -0.0799
O 4.4280 -0.9947 0.5082
O 0.9446 1.9489 -0.3568
H -2.1808 0.1794 -1.6102
H -0.5437 0.8165 -2.0166
H -1.8848 2.0103 -1.2531
H -1.7826 -0.2032 2.1511
H -2.9058 0.4627 0.8428
H -1.7557 1.5267 1.7671
H -1.5916 -2.4742 -0.6991
H -0.5673 -3.0738 0.4994
H 0.3297 -2.4968 -0.8668
H 1.1307 2.7411 0.3330
```

Values from the calculation:
Gap between HOMO and LUMO: 7.64 eV
Max |F|: 4.640 eV/Å
Multiplicity: 1
ΔE to the lowest compared entry with this formula, charge and spin: 817.1 kJ/mol
Charge: +1

10.
The following is a DFT calculation (ωB97M-V/def2-TZVPD) of 2 unconnected molecules or ions with the total composition C5H10N3OS at a distorted geometry.

Geometry as XYZ:
```
20
C5H10N3OS | OMol25 | ωB97M-V/def2-TZVPD
C 1.2905 -1.0812 0.2266
C -1.4662 -1.0752 -0.3469
C 2.7750 -0.8711 -0.1050
C -1.3140 2.5254 -0.2446
C -1.6439 1.1223 -0.7642
N 0.5260 -0.6185 -0.6222
N 0.9306 -1.7928 1.3810
N -1.2789 0.0942 0.2088
O -1.0958 0.3647 1.4129
S -1.9971 -2.3459 -1.0271
H 3.1488 -1.8935 -0.3225
H 2.8423 -0.2569 -1.0667
H 3.3356 -0.6159 0.8882
H -1.8685 2.8808 0.7253
H -0.2014 2.6122 0.0227
H -1.6710 3.3735 -0.8820
H -1.1386 1.0324 -1.7936
H -2.6373 1.0680 -0.8285
H 1.5357 -2.5342 1.7445
H -0.0719 -1.9884 1.3935
```

Values from the calculation:
Gap between HOMO and LUMO (alpha / beta): 7.67 / 7.67 eV
Max |F|: 5.510 eV/Å
Multiplicity: 1
ΔE to the lowest compared entry with this formula, charge and spin: 628.4 kJ/mol
Charge: +1

Look up the ΔE to the lowest compared entry with this formula, charge and spin of the ninth one.
817.1 kJ/mol

Look up the max |F| of the fifth one.
5.102 eV/Å